Entry 1:
12
Properties=species:S:1:pos:R:3:nbo_charge:R:1 method="wB97M-V/def2-TZVPD" relative_energy_ev=2.431 gap_ev="6.18 / 7.93" multiplicity=3 homo_ev="-5.03 / -9.51" s_squared=2.006
C -0.9503 0.7856 -0.5457 -0.19
C -1.5333 0.1778 0.4953 -0.06
C -0.2132 -0.5726 -0.7643 0.18
N 1.6096 0.1820 0.7459 -0.67
N 1.1765 -0.4059 -0.5368 -0.48
O -0.9605 -1.0602 0.4168 -0.41
H -1.0729 1.7069 -1.0819 0.21
H -2.2277 0.3931 1.2695 0.18
H -0.2812 -1.2692 -1.5325 0.19
H 1.7899 1.1658 0.7030 0.35
H 0.8679 0.1094 1.4176 0.34
H 1.7951 -1.2127 -0.5869 0.37

***

Entry 2:
75
Properties=species:S:1:pos:R:3:lowdin_charge:R:1 method="wB97M-V/def2-TZVPD" smiles="O=CC[C@@H]1OS(=O)(=O)C[C@@H](I)[C@@H]1Cl.FC(F)C(F)(F)COC(F)(F)C(F)F.FC(F)C(F)(F)COC(F)(F)C(F)F.FC(F)C(F)(F)COC(F)(F)C(F)F" gap_ev=10.00 multiplicity=1 homo_ev=-10.20
O -8.0258 0.2638 0.1188 0.08
C -6.9172 -0.1420 0.2429 -0.28
C -6.3357 -1.2755 -0.5625 -0.11
C -4.9661 -0.9511 -1.1835 -0.32
O -4.0932 -0.7622 -0.0416 -0.23
S -2.6203 -0.1798 -0.2042 0.61
O -2.2363 0.2025 1.1214 -0.26
O -1.7954 -1.1229 -0.9067 -0.27
C -2.8723 1.2847 -1.2177 -0.29
C -4.3713 1.5214 -1.4642 -0.77
I -4.5394 3.2715 -2.6724 0.93
C -4.9046 0.2552 -2.1667 -0.69
Cl -6.4439 0.4457 -3.0267 0.68
H -6.2484 0.2933 1.0054 0.13
H -7.0392 -1.6224 -1.3198 0.12
H -6.1560 -2.1029 0.1424 0.12
H -4.6554 -1.8401 -1.7501 0.16
H -2.3802 2.1019 -0.6861 0.09
H -2.3770 1.0635 -2.1704 0.11
H -4.8921 1.7090 -0.5180 0.09
H -4.1737 0.0074 -2.9480 0.11
F -0.1494 2.9356 2.1268 0.09
C 0.5983 2.0230 2.7784 -0.30
F 0.7662 2.4512 4.0504 0.10
C 1.9762 1.9117 2.1201 -0.43
F 2.6081 3.1006 2.2066 0.14
F 2.6701 1.0120 2.8835 0.10
C 2.0652 1.3753 0.6821 -0.03
O 2.1744 2.3499 -0.3372 0.04
C 1.0808 2.8152 -0.9947 -0.54
F -0.0552 2.1923 -0.6148 0.13
F 1.2426 2.5507 -2.3132 0.15
C 0.9354 4.3330 -0.8479 -0.28
F 0.7812 4.6473 0.4515 0.11
F -0.1835 4.7162 -1.5084 0.09
H 0.0812 1.0606 2.7935 0.17
H 3.0142 0.8423 0.6533 0.14
H 1.2853 0.6445 0.4659 0.15
H 1.8033 4.8576 -1.2490 0.17
F 7.7872 3.9310 0.2254 0.10
C 8.8714 3.1600 0.4403 -0.31
F 9.9716 3.9318 0.2993 0.10
C 8.9413 2.0212 -0.5834 -0.44
F 9.0784 2.5309 -1.8238 0.14
F 10.0885 1.3439 -0.2779 0.10
C 7.8252 0.9653 -0.5663 -0.04
O 6.8109 1.1067 -1.5400 0.05
C 5.6460 1.7615 -1.2855 -0.55
F 5.5506 2.1678 -0.0094 0.16
F 4.6296 0.8870 -1.4968 0.14
C 5.4407 2.9259 -2.2643 -0.28
F 6.4268 3.8311 -2.1227 0.11
F 4.2652 3.5262 -1.9734 0.10
H 8.8450 2.7656 1.4596 0.17
H 8.3274 0.0376 -0.8369 0.15
H 7.4170 0.8271 0.4352 0.15
H 5.4261 2.5616 -3.2926 0.18
F -1.4828 -5.9973 0.5830 0.10
C -0.8805 -4.9410 1.1660 -0.30
F 0.1508 -5.4027 1.9086 0.10
C -1.8550 -4.2003 2.0868 -0.44
F -2.2478 -5.0139 3.0889 0.14
F -1.1240 -3.1850 2.6333 0.10
C -3.0730 -3.5323 1.4366 -0.04
O -4.3079 -4.2211 1.5231 0.05
C -4.7329 -5.0671 0.5472 -0.55
F -3.9040 -5.0987 -0.5072 0.16
F -5.9268 -4.5963 0.0928 0.13
C -4.9949 -6.4727 1.1025 -0.29
F -3.8519 -6.9976 1.5810 0.11
F -5.4425 -7.2601 0.1002 0.10
H -0.4909 -4.2693 0.3964 0.17
H -3.2381 -2.6268 2.0194 0.15
H -2.8568 -3.2093 0.4177 0.12
H -5.7408 -6.4308 1.8980 0.18

***

Entry 3:
27
Properties=species:S:1:pos:R:3:nbo_charge:R:1 method="wB97M-V/def2-TZVPD" relative_energy_ev=8.458 gap_ev="7.21 / 7.21" multiplicity=1 homo_ev="-9.15 / -9.15"
C 0.5657 2.4879 -1.3237 0.86
C 0.5649 -2.1716 1.4972 -0.57
C -1.9748 -1.6762 1.2872 -0.62
C -0.5048 -1.7914 -0.8252 -0.59
C 2.9253 2.0175 -1.1434 -0.26
C -0.1247 -0.0234 1.0073 0.16
C -0.5738 -1.3014 0.6650 -0.21
N -0.5122 1.8634 -0.7494 -0.50
N -1.8297 2.1104 -0.7983 0.62
O 0.6242 3.2641 -2.2257 -0.58
O -2.1609 3.2719 -1.0578 -0.41
O -2.5696 1.1651 -0.5685 -0.45
O 1.6257 2.0351 -0.5357 -0.56
H 0.2147 -3.2450 1.5720 0.25
H 1.5562 -2.2717 1.0651 0.23
H 0.6997 -1.7120 2.5189 0.22
H -2.8021 -0.9057 1.1994 0.25
H -2.3342 -2.6080 0.7756 0.22
H -1.9873 -1.7376 2.3240 0.21
H -1.3996 -1.7985 -1.3781 0.24
H -0.0590 -2.7994 -0.8836 0.22
H -0.0256 -1.0230 -1.4004 0.24
H 3.3808 3.0444 -0.8939 0.20
H 2.7865 1.6071 -2.0923 0.20
H 3.5457 1.3068 -0.5296 0.18
H 0.8153 0.2731 0.5990 0.22
H -0.4463 0.6181 1.8951 0.24

***

Entry 4:
14
Properties=species:S:1:pos:R:3:nbo_charge:R:1 method="wB97M-V/def2-TZVPD" relative_energy_ev=6.222 smiles="C=[S@@]1(=O)NC(C)=NO1" gap_ev=9.57 multiplicity=1 homo_ev=-9.16
C -1.2653 -2.2945 -0.1678 -1.00
S -1.2706 -0.7890 -0.7247 2.08
O -2.5014 -0.2109 -1.0158 -0.88
N -0.4110 0.2432 0.3479 -0.85
C 0.7814 0.7330 -0.0606 0.34
C 1.5171 1.6178 0.8789 -0.66
N 1.0484 0.5453 -1.2867 -0.15
O 0.1262 -0.3059 -1.8305 -0.55
H -1.8775 -3.0677 -0.6857 0.27
H -0.2259 -2.4775 0.1682 0.24
H -0.7976 0.4951 1.2593 0.43
H 1.4156 1.2756 1.9384 0.23
H 0.8485 2.5015 0.7347 0.24
H 2.6122 1.7339 0.4442 0.26

***

Entry 5:
21
Properties=species:S:1:pos:R:3:nbo_charge:R:1 method="wB97M-V/def2-TZVPD" relative_energy_ev=5.275 smiles="[H]/N=[NH+]/[C@@H](C)N(C)NC" gap_ev="7.21 / 8.21" multiplicity=1 homo_ev="-12.54 / -12.86" total_charge=+1
H -2.3998 1.6980 -1.1093 0.38
N -1.3857 1.6206 -1.0385 -0.37
N -0.9390 0.4559 -1.3757 -0.25
C 0.3593 0.1292 -1.0736 0.10
C 1.4040 1.1829 -1.2836 -0.67
N 0.2406 -0.1629 0.6659 -0.09
C -0.1487 1.0603 1.2291 -0.46
N -0.4603 -1.2405 0.9907 -0.39
C 0.2080 -2.5162 1.1017 -0.43
H -1.5706 -0.3206 -1.6014 0.41
H 0.6344 -0.8560 -1.4417 0.23
H 1.7712 1.0969 -2.3054 0.26
H 2.2461 1.0339 -0.6158 0.25
H 0.9884 2.1763 -1.1524 0.25
H -0.5925 0.9492 2.2180 0.24
H 0.6939 1.7451 1.2510 0.25
H -0.9245 1.5864 0.5554 0.25
H -1.2694 -1.1138 1.5910 0.38
H 1.1399 -2.4783 0.5438 0.22
H 0.4362 -2.7435 2.1454 0.22
H -0.4316 -3.3029 0.7056 0.22

***

Entry 6:
54
Properties=species:S:1:pos:R:3:nbo_charge:R:1 method="wB97M-V/def2-TZVPD" relative_energy_ev=0.000 gap_ev="4.67 / 4.67" multiplicity=1 homo_ev="-21.87 / -21.86" total_charge=+4
Sn -0.2311 -0.5092 0.0074 1.12
C 1.1113 1.4381 1.5789 0.48
O 1.0721 2.3178 2.3106 -0.33
C -1.4653 -1.5291 1.7427 0.50
O -2.4257 -1.8646 2.2870 -0.23
C -0.1629 -1.6267 -2.0388 0.47
O -0.7679 -1.8793 -2.9971 -0.22
C 2.6436 -1.3871 2.4127 -0.55
P 2.1830 -1.6461 0.6329 1.26
H 4.3660 -1.9580 -0.2405 0.31
H 2.8980 -0.3149 2.4384 0.26
C 1.9661 -3.4883 0.4086 -0.55
H 2.7371 -3.8896 1.0892 0.30
C 3.8870 -2.1625 2.8568 -0.63
H 4.6639 -2.2180 2.0877 0.24
H 3.6508 -3.1854 3.1741 0.25
H 4.3269 -1.6457 3.7215 0.29
C 1.4821 -1.6198 3.3843 -0.61
H 1.2040 -2.6816 3.4536 0.24
C 3.3458 -0.8688 -1.8329 -0.62
H 0.5870 -1.0450 3.1165 0.17
H 1.8019 -1.2942 4.3874 0.29
C 4.3375 0.1568 0.2484 -0.63
H 3.2985 0.2040 -2.0706 0.24
H 4.1387 -1.3073 -2.4570 0.29
H 2.3897 -1.3028 -2.1574 0.18
C 3.6742 -1.0985 -0.3445 -0.54
H 4.9940 0.6247 -0.4975 0.29
H 4.9496 -0.0722 1.1274 0.25
H 3.5998 0.9207 0.5286 0.20
C 2.2425 -3.9147 -1.0355 -0.61
H 1.5237 -3.4586 -1.7306 0.18
H 2.1189 -5.0015 -1.1393 0.29
H 3.2528 -3.6551 -1.3645 0.25
C 0.5772 -3.9905 0.8401 -0.63
H 0.2550 -3.6013 1.8095 0.21
H 0.5907 -5.0894 0.9166 0.31
H -0.2067 -3.7490 0.1076 0.19
H 1.8093 1.5724 -1.7612 0.06
H 1.1129 1.8125 -1.5589 -0.04
C -5.6517 2.5720 -0.5969 -0.43
N -4.3502 1.8893 -0.5434 -0.48
C -3.1157 2.3818 -0.7657 0.33
S -1.7170 1.8053 0.1681 0.10
N -2.8245 3.3295 -1.6889 -0.44
C -3.6239 4.4790 -2.1223 -0.43
H -5.5987 3.5086 -1.1543 0.23
H -6.0301 2.7616 0.4193 0.27
H -6.3968 1.9066 -1.0537 0.28
H -4.3033 1.0862 0.0889 0.42
H -1.8091 3.4358 -1.7574 0.43
H -3.2101 5.4081 -1.6996 0.27
H -3.5129 4.5804 -3.2092 0.28
H -4.6740 4.3702 -1.8493 0.23

***

Entry 7:
6
Properties=species:S:1:pos:R:3:nbo_charge:R:1 method="wB97M-V/def2-TZVPD" relative_energy_ev=2.748 smiles="C=NO" gap_ev=11.38 multiplicity=1 homo_ev=-10.36
C -0.7192 -0.1230 0.0068 -0.17
N 0.2540 -0.8565 -0.0168 -0.09
O 1.4741 -0.2345 -0.0434 -0.53
H -0.5630 1.0268 -0.2284 0.13
H -1.7695 -0.5004 0.0187 0.21
H 1.3236 0.6875 0.2631 0.44

***

no.,molar mass (g mol⁻¹)
1,86.1
2,1034.8
3,190.2
4,134.2
5,117.2
6,469.2
7,45.0